{
  "formula": "C37H56Cl10CuN5O11Pd",
  "method": "the ωB97M-V functional and the def2-TZVPD basis",
  "orbital_gap_ev": [5.45, 2.99],
  "charge": 1,
  "lumo_energy_ev": [-5.25, -7.06],
  "spin_multiplicity": 4,
  "symbols": ["H", "H", "H", "O", "C", "H", "H", "H", "O", "C", "H", "H", "H", "C", "O", "H", "H", "O", "C", "C", "C", "H", "H", "C", "H", "H", "H", "C", "H", "H", "H", "C", "C", "Cl", "H", "Cl", "H", "N", "O", "C", "N", "C", "C", "Cl", "H", "O", "H", "Cl", "H", "H", "Cl", "H", "H", "H", "C", "H", "C", "H", "C", "C", "C", "O", "C", "Cl", "C", "C", "C", "Cl", "C", "H", "H", "C", "H", "O", "C", "C", "C", "Cl", "H", "H", "C", "O", "Cl", "H", "H", "N", "H", "H", "H", "O", "C", "C", "C", "C", "H", "C", "C", "H", "H", "C", "H", "H", "Pd", "Cl", "H", "H", "H", "Cu", "N", "H", "H", "C", "O", "N", "H", "H", "H", "H", "C", "H", "H"],
  "positions_angstrom": [[11.79113, 27.21027, -27.37300], [5.47012, 28.81156, -22.38312], [14.04241, 20.72225, -26.79098], [12.49617, 23.13002, -25.68071], [11.72504, 21.32337, -24.56680], [15.08746, 23.02415, -26.74467], [8.00184, 23.87030, -22.03711], [13.61502, 26.98364, -24.38377], [6.09969, 21.10714, -20.23478], [11.18832, 20.76915, -23.39084], [6.63793, 21.01775, -23.35730], [13.99632, 23.82969, -28.79798], [16.82469, 26.41209, -26.98768], [15.54095, 23.86777, -27.27048], [8.33659, 25.71279, -24.66186], [15.68408, 23.81590, -24.35568], [14.19941, 23.14473, -23.53918], [5.14714, 25.77919, -19.13925], [10.54505, 23.13793, -22.61087], [6.37464, 24.28451, -27.27529], [16.82386, 23.15849, -22.13368], [13.38962, 27.13300, -22.07759], [10.53654, 18.06413, -26.83829], [12.22062, 20.27574, -27.96221], [14.68536, 20.96135, -22.17642], [8.96905, 23.38390, -25.32213], [16.66896, 28.47355, -24.81968], [13.13054, 17.22937, -24.05210], [11.64993, 20.70829, -28.77868], [16.35747, 20.49284, -21.82037], [13.23272, 24.55113, -25.66106], [15.75092, 28.40654, -25.40433], [10.44544, 21.73334, -22.44412], [13.28397, 16.21734, -25.51176], [9.27077, 23.86508, -27.01989], [7.29740, 19.07792, -25.23089], [15.48187, 24.81548, -29.20254], [16.06250, 22.36660, -22.90270], [11.12940, 24.90317, -23.91951], [13.74637, 26.67429, -21.15514], [7.41385, 24.41629, -26.24164], [11.02759, 26.43743, -27.45451], [5.99198, 28.03196, -21.83993], [15.45554, 18.50898, -24.92992], [15.95710, 28.89176, -26.35472], [4.19626, 28.03835, -20.34924], [5.98310, 23.27916, -27.41062], [13.49969, 24.43754, -19.53325], [7.90183, 25.41135, -19.52858], [7.63217, 23.14571, -23.45751], [11.35115, 25.17429, -28.69204], [6.38579, 25.91443, -25.31433], [13.24602, 22.09346, -27.47710], [10.05828, 23.76091, -21.87796], [5.89670, 26.41745, -19.83549], [13.06934, 19.19161, -24.77802], [7.29334, 26.09787, -20.10236], [13.58131, 27.41737, -20.37852], [7.38677, 25.46727, -25.40595], [14.05318, 25.26020, -25.71550], [13.78872, 18.57966, -24.24167], [7.90426, 28.07465, -23.13688], [5.77170, 21.58236, -22.99091], [15.50259, 26.36773, -21.23617], [15.19935, 22.93916, -23.92637], [9.70649, 27.07759, -27.81258], [14.24741, 26.45357, -25.07212], [8.82394, 18.88400, -28.23681], [11.82417, 22.70699, -24.69537], [9.36597, 27.46995, -26.84418], [11.63889, 20.44113, -27.05256], [15.96039, 26.11430, -26.41797], [15.88247, 20.46755, -23.49240], [9.07054, 26.20247, -21.50675], [15.71310, 20.98581, -22.54246], [5.27379, 27.59303, -20.64251], [6.41825, 22.18145, -20.68549], [9.84484, 28.39876, -28.98197], [5.03970, 20.81918, -22.74856], [14.97019, 28.92565, -24.86019], [15.07238, 23.92682, -28.71733], [17.54752, 22.76257, -21.23751], [14.62368, 21.10256, -29.07631], [5.40534, 22.27869, -23.74794], [13.91444, 19.02785, -23.25956], [15.41739, 26.98500, -25.56187], [16.61127, 23.71437, -27.14749], [11.03165, 25.88527, -26.51262], [12.24654, 20.66076, -25.23823], [11.14763, 19.53925, -23.12547], [9.09833, 18.99484, -25.47032], [7.27785, 27.61290, -22.16249], [11.16084, 23.64932, -23.72346], [12.98796, 25.35227, -20.96785], [13.23205, 24.70097, -21.80584], [9.46917, 18.24297, -26.72510], [13.49815, 21.05093, -27.67430], [15.11000, 22.24773, -24.76696], [9.37537, 20.05095, -25.46085], [7.11312, 23.54563, -22.58332], [9.47330, 18.66335, -24.50445], [8.23906, 22.49309, -26.64249], [10.35186, 19.24015, -21.07667], [12.51928, 18.54209, -28.28171], [6.77959, 23.04553, -20.10819], [11.90429, 25.42257, -20.96556], [8.92362, 26.34882, -28.01211], [9.85635, 26.78772, -23.53838], [6.32554, 22.48896, -22.00476], [16.74767, 24.22198, -22.41285], [6.60926, 24.49404, -22.79861], [8.52598, 23.49042, -26.31182], [9.90380, 21.25064, -21.42048], [15.15865, 25.03757, -26.48200], [5.57687, 24.99039, -27.05052], [13.50635, 16.72257, -23.16626], [15.51674, 23.12294, -29.30709], [8.95459, 17.28233, -26.71677], [7.92768, 26.62602, -21.24144], [12.07848, 17.47423, -23.91255], [6.78954, 24.57862, -28.24250]],
  "atomic_forces_ev_per_a": [[0.26, -0.26, -0.49], [0.23, -0.10, -0.34], [0.08, -0.51, -0.14], [-1.93, -0.30, 1.74], [-0.56, -0.97, 2.26], [0.00, 0.02, -0.23], [-0.44, -0.18, 0.96], [0.03, 0.04, -0.01], [-0.05, -0.12, 0.38], [-0.86, 0.21, -0.76], [-0.27, -0.03, -0.57], [-0.10, 0.36, -0.09], [0.14, -0.69, -0.16], [-0.66, -1.13, 0.00], [0.04, 0.29, -0.24], [-0.23, 0.19, 0.42], [-0.07, 0.24, -0.06], [0.06, -0.24, 0.54], [-1.29, -0.96, 1.32], [0.35, 0.57, -0.16], [1.04, -0.02, 0.89], [0.24, -0.09, -0.16], [-0.02, 0.21, 0.12], [0.59, 0.43, 0.41], [-0.15, -0.17, -0.16], [0.07, 0.18, -0.04], [-0.06, 0.09, 0.09], [0.05, 0.24, -0.18], [0.17, -0.12, -0.19], [0.23, 0.63, 0.19], [0.29, 0.20, 0.05], [1.27, -0.17, 0.46], [0.63, -1.54, 1.36], [-0.19, -0.07, 0.36], [0.22, -0.09, 0.11], [0.34, -0.20, -0.16], [-0.52, 0.40, 0.15], [-1.02, -0.47, -0.20], [0.61, -1.60, -0.21], [-0.61, -0.34, 0.23], [-1.19, -0.37, -0.71], [-0.23, -0.43, -0.48], [-1.34, 0.65, 0.88], [-0.83, 0.05, -0.17], [-0.33, -0.16, -0.14], [-0.30, 0.25, 0.15], [0.06, -0.10, 0.49], [-0.13, 0.09, 0.15], [-0.37, -0.08, 0.24], [-0.51, 0.09, -0.59], [0.66, 0.12, -0.03], [0.32, 0.51, -0.22], [-0.26, -0.20, -0.15], [0.05, 0.39, 0.09], [0.01, -0.14, -0.34], [0.82, -0.02, -0.58], [-0.73, 1.19, -0.88], [-0.03, -0.30, 0.25], [0.42, -1.51, 0.57], [0.15, 0.79, 0.84], [0.30, -0.29, 0.51], [0.54, -0.40, 0.11], [1.16, 0.13, -0.73], [-0.23, 0.25, -0.26], [0.83, -0.36, 0.20], [-0.27, 0.17, 2.20], [-0.21, -0.53, -0.95], [0.10, 0.88, -0.25], [1.68, 0.36, -3.03], [-0.06, 0.63, -0.29], [-0.35, -0.60, -0.17], [-0.70, 0.83, 0.68], [-0.68, -0.41, 0.46], [1.88, 0.02, -1.44], [0.75, 0.34, -0.98], [0.76, -0.67, -0.32], [-0.09, 0.02, -0.48], [-0.13, -0.46, 0.05], [-0.23, 0.55, 0.86], [-0.16, -0.14, -0.13], [1.23, 0.47, -0.30], [-0.51, 0.30, -0.32], [-0.44, -1.52, 0.28], [-0.22, -0.63, -0.40], [-0.06, 0.10, 0.05], [-0.71, 0.35, -0.22], [0.08, 0.26, -0.21], [-0.46, 0.14, 0.04], [-0.09, 0.39, -0.15], [0.12, 0.48, 0.55], [-0.82, 1.28, 0.31], [0.88, 0.23, -0.36], [0.35, 3.36, -1.42], [0.54, -0.17, -0.36], [0.16, 0.06, -0.16], [-0.56, -1.21, 0.51], [0.00, 0.51, -0.71], [-0.13, -0.26, 0.18], [0.19, -0.01, -0.58], [0.98, 0.36, -0.09], [0.25, -0.85, -0.48], [-0.48, 0.14, -0.07], [-0.06, -0.56, -0.11], [-0.03, 0.53, 0.15], [0.17, -0.15, 0.30], [-0.10, 0.58, 0.26], [0.20, -0.01, -0.84], [-1.22, -0.51, 0.78], [-0.22, 0.37, 0.73], [0.15, -0.01, -0.09], [-0.35, -0.36, -0.29], [0.56, 0.34, 0.02], [0.21, 1.02, -1.05], [1.36, 1.31, -0.66], [-0.13, -0.18, 0.02], [0.13, -0.30, -0.27], [-0.05, 0.40, 0.51], [0.38, -0.19, 0.48], [-0.38, -0.79, 1.06], [-0.03, -0.37, 0.06], [0.05, 0.02, -0.03]]
}

{
  "formula": "C2H3N4O",
  "method": "the ωB97M-V functional and the def2-TZVPD basis",
  "orbital_gap_ev": 8.31,
  "charge": -1,
  "lumo_energy_ev": 4.48,
  "symbols": ["C", "N", "H", "H", "N", "C", "H", "O", "N", "N"],
  "positions_angstrom": [[0.26360, 0.61216, -0.65485], [2.44693, -0.39817, 1.15686], [-1.89842, -0.21704, -0.60592], [-1.43464, -1.67049, 0.28115], [2.25942, 0.40800, 0.39478], [-1.42584, -0.60460, 0.22157], [-1.69169, -0.13285, 1.09881], [-0.28207, 1.26034, -1.55113], [1.81022, 1.03565, -0.50631], [-0.04751, -0.29302, 0.16504]],
  "atomic_forces_ev_per_a": [[0.98, 1.11, -1.02], [1.15, -0.32, 1.52], [-1.71, 0.69, -1.94], [-0.96, -0.89, 0.20], [0.11, -1.70, 0.34], [2.06, -1.18, 0.12], [-1.78, 0.61, 2.09], [-0.30, 0.08, -0.04], [-0.99, 1.69, -1.49], [1.44, -0.09, 0.23]]
}

{
  "formula": "C20H22N4O2",
  "method": "the ωB97M-V functional and the def2-TZVPD basis",
  "orbital_gap_ev": 7.81,
  "charge": 0,
  "lumo_energy_ev": 0.44,
  "symbols": ["O", "C", "H", "C", "C", "H", "H", "C", "H", "H", "H", "N", "C", "C", "H", "C", "H", "H", "H", "N", "H", "H", "C", "H", "C", "C", "C", "C", "C", "H", "C", "N", "C", "H", "N", "C", "O", "H", "H", "C", "H", "H", "H", "H", "C", "C", "C", "H"],
  "positions_angstrom": [[-1.42301, 5.17757, 5.48578], [1.43641, -1.25129, -5.73496], [-1.74414, -4.46858, 0.87239], [-0.88731, 2.97611, 2.64794], [0.20640, -0.67614, -0.95808], [0.62531, 2.27627, 0.00765], [1.30608, 0.47946, 2.30073], [-0.10331, -2.10549, -0.55680], [-1.10308, -0.37532, 2.41904], [2.18721, -3.10521, -6.49146], [1.60175, 2.21699, 2.17655], [-0.17153, 0.41149, -0.12527], [1.92704, -3.17067, -4.34626], [-0.17324, -4.31412, -0.54757], [-0.01301, -5.35740, -0.81226], [-1.39614, 3.35358, 4.05653], [-1.69360, 3.16594, 1.89305], [1.85616, 1.02183, 0.08441], [1.36976, -0.84371, -6.70917], [-1.03749, -2.47280, 0.31670], [2.52388, -2.69403, -1.29501], [-2.17304, 6.42397, 3.72633], [1.04175, -0.57704, -4.56591], [0.65668, 0.42172, -4.67296], [-1.51277, 0.51487, 0.49300], [1.72799, -3.21466, -1.85562], [1.56855, -2.49092, -3.17082], [-1.60773, 4.74588, 4.36828], [-1.55508, 2.41311, 5.05748], [-1.94077, 1.45470, 0.12149], [-1.40117, 0.59311, 1.99976], [0.50440, -3.24963, -1.07681], [-1.07763, -3.84966, 0.34750], [-1.31504, 1.36464, 4.98321], [-0.41495, 1.58467, 2.52402], [1.91876, -2.54701, -5.59012], [-2.11177, 5.52638, 3.39879], [2.04168, -4.24940, -2.06036], [-2.19691, -0.26908, 0.21132], [0.92158, 1.39670, 1.90920], [-0.06408, 3.62404, 2.39597], [-2.41875, 0.84740, 2.39040], [0.87638, 0.81057, -2.28890], [2.29736, -4.20486, -4.32212], [0.87078, 1.31811, 0.38263], [0.76676, -0.25459, -2.15685], [1.14092, -1.15283, -3.27869], [-1.83802, 2.77536, 6.04585]],
  "atomic_forces_ev_per_a": [[0.11, 0.34, -0.26], [-0.04, -0.61, 2.09], [-0.85, -0.14, 0.82], [-0.91, -0.93, -0.37], [0.23, 1.04, -1.17], [0.10, 1.45, -0.50], [0.44, -0.73, 0.28], [-0.29, -0.52, 0.39], [-0.16, 0.00, -0.24], [0.09, 0.10, 0.41], [-0.25, -0.19, 0.20], [0.16, -1.64, 0.67], [0.34, 0.04, -0.08], [0.65, -1.12, -0.05], [0.41, 0.46, -0.08], [0.49, -3.98, 0.28], [0.47, 0.16, 0.55], [0.37, -0.26, -0.72], [-0.13, 0.65, -0.65], [-0.10, 0.55, 0.06], [-0.31, -0.32, 0.14], [0.00, 0.38, 0.39], [0.50, -0.63, -0.69], [-0.06, 0.30, 0.18], [1.29, 1.00, -0.06], [0.25, 0.07, -0.45], [0.02, -0.23, -0.82], [-0.71, 1.14, 1.84], [0.41, 2.49, -1.15], [-0.13, 0.12, 0.02], [-0.29, 0.56, 1.06], [-0.58, 1.35, 0.06], [1.02, 1.45, -1.52], [-0.04, -0.01, -0.54], [-0.16, 0.26, -0.14], [-0.43, -0.28, -0.37], [0.25, -0.75, -1.00], [-0.07, 0.40, 0.22], [0.23, -0.44, -0.23], [-1.37, 0.59, -0.17], [0.28, 0.45, -0.11], [0.83, -0.15, 0.00], [-0.15, 0.03, -0.19], [-0.27, 0.43, 0.28], [-1.12, -0.81, 0.82], [-0.51, -2.70, 1.33], [0.09, 0.69, -0.26], [-0.07, -0.06, -0.28]]
}